Computed, not measured: one molecule with the formula C24H32N4O2S2, with wB97M-V/def2-TZVPD.

Positions of all 64 atoms, in Å:
C (6.961239, 3.417711, -1.264326)
O (6.161515, 2.436354, -1.310590)
C (5.021244, 2.390815, -0.421566)
C (4.773062, 3.286382, 0.340325)
C (3.596696, 3.353083, 1.395302)
C (2.664652, 2.264899, 1.464881)
C (2.939183, 1.369360, 0.288803)
C (4.017211, 1.359798, -0.518564)
N (4.348403, 0.277272, -1.364809)
C (4.018625, -0.814948, -1.240920)
S (4.178001, -2.002230, -2.693954)
N (3.701266, -1.424304, -0.146039)
C (3.408315, -2.787888, 0.236132)
C (1.962132, -3.129940, 0.719531)
C (0.945185, -2.411621, -0.288402)
C (-0.364102, -2.322892, 0.031246)
C (-0.662744, -1.678161, 1.557933)
C (-2.054188, -1.570966, 1.885842)
N (-3.030811, -1.000735, 1.161552)
C (-2.990142, 0.337000, 1.178076)
S (-2.053400, 1.125281, 2.256112)
N (-3.832536, 1.137410, 0.186370)
C (-4.610730, 0.509717, -0.967525)
C (-4.077820, -0.406455, -1.682961)
C (-4.904123, -1.005415, -2.791496)
C (-6.155814, -0.382564, -2.988948)
C (-6.552141, 0.896654, -2.128753)
C (-5.806992, 1.135567, -1.265427)
O (-6.194782, 2.137278, 0.045569)
C (-7.426858, 2.836660, -0.417879)
C (0.227196, -2.390616, 2.385195)
C (1.611699, -2.204219, 2.185704)
H (7.775364, 3.141954, -2.132579)
H (6.457351, 4.359097, -1.683314)
H (7.294310, 3.518837, -0.297269)
H (5.477175, 4.291279, 0.625265)
H (3.563434, 4.185194, 1.945365)
H (2.031030, 2.373570, 2.228538)
H (2.258828, 0.654437, 0.361190)
H (4.722699, 0.617701, -2.136203)
H (3.869747, -1.078457, 0.634943)
H (4.033776, -3.338307, 0.825576)
H (3.440637, -3.449695, -0.616189)
H (1.731507, -3.936036, 0.979226)
H (1.165773, -2.964732, -1.221670)
H (1.365734, -1.380566, -0.422717)
H (-1.085323, -1.919264, -0.706536)
H (-0.583086, -3.414662, 0.094522)
H (-0.324583, -0.862209, 1.330434)
H (-2.264536, -1.223704, 2.968014)
H (-2.446976, -2.705630, 1.914023)
H (-3.526847, -1.360894, 0.303487)
H (-3.975150, 1.870882, 0.543513)
H (-2.959201, -0.911058, -1.580298)
H (-4.607474, -1.582409, -3.499665)
H (-6.779491, -0.790094, -3.793092)
H (-7.656759, 1.088154, -2.336980)
H (-8.379502, 2.242051, -0.261307)
H (-7.344572, 3.213696, -1.248531)
H (-7.609559, 3.612818, 0.593734)
H (0.153163, -1.718837, 3.198508)
H (0.069373, -3.410553, 2.587244)
H (2.367936, -2.665487, 2.826838)
H (1.946798, -1.195394, 2.149510)

Cartesian forces, eV/Å:
C 3.6076 4.6346 -4.9605
O -6.9729 -7.4073 0.4608
C 2.8239 -6.9092 -7.9743
C -2.8301 12.9837 12.1243
C 0.8511 -5.8073 -4.5446
C 7.4120 3.4742 -5.8426
C 0.2861 2.7868 3.6306
C 1.4061 0.1852 0.7795
N 1.3098 14.2702 2.6562
C -2.6025 -18.6443 -3.8946
S -0.2588 2.1146 1.5813
N -2.4215 -5.0240 -3.1459
C -3.7503 -2.4191 -3.4182
C 1.9260 18.4851 -1.8588
C 8.2699 0.4179 -2.0137
C -7.6908 -1.8724 3.2228
C -2.0176 -7.6103 -6.0070
C -2.1524 -7.2384 5.4081
N -2.8616 3.2264 -4.9105
C -2.2991 2.3619 -2.6620
S 0.1236 1.5102 0.3366
N 4.1708 -17.3824 -5.5224
C 2.5766 4.7663 5.9562
C 3.3578 -6.5286 -4.7876
C -3.7599 7.2290 5.3939
C 1.9951 0.9581 1.1314
C -11.2521 -7.5145 -13.8324
C 6.9463 5.8916 14.9130
O -1.2341 -1.4600 -5.1101
C -1.1954 -3.1748 14.1674
C -0.3259 0.7111 4.1503
C 5.0561 -2.9557 -4.3885
H -1.3036 0.9519 2.5761
H 0.8049 -0.5349 0.8747
H 1.7971 1.0419 2.1014
H -1.7346 -3.0776 -1.4909
H -0.0683 2.9404 2.3116
H -3.2128 -0.8116 2.2577
H -2.5557 -3.6994 -0.9096
H 2.1361 1.0602 -4.8532
H 1.8497 5.4828 8.4073
H 2.6174 -0.0984 2.2519
H 0.4213 0.3411 -1.0419
H -2.8292 -12.7843 3.3977
H -0.5117 0.5600 -0.1428
H 0.0518 -0.7542 -0.1553
H 0.6994 0.1008 0.0935
H -1.2493 0.3419 0.2948
H 3.9465 9.4871 -1.4899
H 0.9241 -0.6594 -1.4016
H 0.9221 1.7600 0.3305
H 1.0458 -0.2016 1.7152
H -3.4029 13.4867 5.6779
H -3.0595 1.8113 0.0371
H 2.2560 -4.2620 -3.8289
H -0.0604 0.6677 0.4143
H 1.8903 0.6101 0.6702
H 1.2653 0.0573 -0.6973
H 0.9186 4.3475 -8.5862
H 0.6984 -1.5568 -3.4231
H -0.8818 -0.3359 2.8907
H -1.0747 -1.2290 0.4815
H -0.8460 -0.2355 0.8670
H 0.0517 1.1331 -0.6691

Properties
- HOMO level (eV) = -7.24
- ΔE to the lowest compared entry with this formula, charge and spin (eV) = 22.979
- lowest unoccupied orbital energy (eV) = 0.4
- spin multiplicity = 1
- energy (eV) = -57111.6378
- orbital gap (eV) = 7.62
- SMILES = COc1ccccc1NC(=S)NC[C@H]1CC[C@H](CNC(=S)Nc2ccccc2OC)CC1

Mulliken population analysis, charges in e, atoms 1 to 2: -0.90 -0.37